[1]
80
Properties=species:S:1:pos:R:3:mulliken_charge:R:1 method="wB97M-V/def2-TZVPD" total_charge=0 relative_energy_kj_mol=60.3 energy_ha=-2582.3197
Y -0.0161 0.0695 0.2396 0.54
O 0.0306 3.3815 2.7524 -0.90
C -0.2614 2.2020 2.4762 0.42
N 0.5273 1.1871 2.1495 -0.11
C 1.9271 1.2157 2.3170 0.95
C 2.6306 2.2331 2.9614 -0.96
C 4.0017 2.1441 3.1492 -0.66
C 4.6910 1.0392 2.6853 -0.80
C 4.0159 0.0201 2.0288 -0.73
C 2.6353 0.0875 1.8264 0.00
N 1.8619 -0.8885 1.1687 0.14
C 2.3666 -2.0914 0.8592 0.47
O 3.5140 -2.5191 0.9498 -0.74
C 1.3046 -3.0597 0.3852 0.29
C 1.6013 -4.4166 0.4643 -0.97
C 0.6610 -5.3400 0.0541 -0.32
C -0.5411 -4.8669 -0.4524 -1.04
C -0.7476 -3.5030 -0.5066 -0.22
N 0.1382 -2.5963 -0.0802 0.23
C -1.7207 1.8318 2.5049 0.60
C -2.5901 2.6567 3.2054 -1.00
C -3.9345 2.3403 3.2468 -0.42
C -4.3637 1.2147 2.5629 -1.11
C -3.4257 0.4527 1.8908 0.25
N -2.1230 0.7306 1.8576 0.13
H 2.0874 3.0828 3.3399 0.52
H 4.5247 2.9415 3.6628 0.39
H 5.7623 0.9631 2.8260 0.42
H 4.5584 -0.8297 1.6543 0.53
H 2.5725 -4.6942 0.8456 0.51
H 0.8589 -6.4018 0.1183 0.44
H -1.3075 -5.5416 -0.8076 0.43
H -1.6641 -3.1170 -0.9275 0.65
H -2.1898 3.5373 3.6847 0.50
H -4.6358 2.9527 3.7979 0.45
H -5.4062 0.9290 2.5461 0.42
H -3.7422 -0.4266 1.3482 0.31
O 3.2109 1.5067 -4.4289 -0.69
C 4.0331 1.6762 -3.3789 0.54
C 5.3689 1.9804 -3.6349 -0.76
C 6.2639 2.1489 -2.5965 -0.40
C 5.8407 2.0525 -1.2738 -1.05
C 4.5142 1.7841 -1.0080 0.15
C 3.5988 1.5832 -2.0444 -0.27
C 2.2048 1.2737 -1.6747 0.70
O 1.7657 1.5169 -0.5166 0.65
N 1.4268 0.8034 -2.6627 -1.35
N 0.2529 0.3219 -2.2243 0.46
C -0.7063 0.2471 -3.0678 -0.43
C -1.9904 -0.2743 -2.6500 0.75
C -3.0732 -0.2576 -3.5318 -1.08
C -4.2835 -0.7846 -3.1317 -0.42
C -4.3821 -1.3327 -1.8596 -1.33
C -3.2668 -1.2904 -1.0437 -0.70
N -2.0993 -0.7587 -1.4004 0.58
H 2.3507 1.1799 -4.0708 0.52
H 5.6821 2.0624 -4.6678 0.46
H 7.3051 2.3455 -2.8196 0.38
H 6.5410 2.1826 -0.4595 0.48
H 4.1523 1.7110 0.0092 0.05
H -0.5822 0.6112 -4.0847 0.33
H -2.9487 0.1716 -4.5167 0.45
H -5.1364 -0.7790 -3.7972 0.44
H -5.2995 -1.7837 -1.5093 0.45
H -3.3086 -1.7269 -0.0522 1.03
S -1.4984 2.5024 -0.7504 -0.42
C -0.2183 3.6259 -0.9976 0.40
N 0.3368 4.3104 -0.0204 0.03
C 1.4495 5.2373 -0.1950 -0.89
C 2.2147 4.8976 -1.4605 0.27
C 1.2329 4.7954 -2.6162 -0.90
N 0.1693 3.8656 -2.2593 -0.04
H 0.0713 4.1333 0.9487 0.10
H 2.0898 5.1472 0.6826 0.43
H 1.0648 6.2620 -0.2301 0.39
H 2.7177 3.9429 -1.3145 -0.49
H 2.9633 5.6595 -1.6730 0.50
H 1.7287 4.4313 -3.5162 0.48
H 0.8097 5.7827 -2.8320 0.37
H -0.3484 3.3975 -2.9800 0.23

=====

[2]
10
Properties=species:S:1:pos:R:3:nbo_charge:R:1 method="wB97M-V/def2-TZVPD" total_charge=-1 relative_energy_kj_mol=45.7 energy_ha=-209.7601
C 0.7906 0.2066 0.0171 0.02
O 1.7016 -0.2976 0.8066 -0.92
C -0.7151 -0.3557 0.2198 -0.26
N -1.6157 0.3072 -0.7964 -0.86
H 0.8733 -0.0749 -1.1050 0.01
H 0.6973 1.3538 -0.0026 0.04
H -1.0163 -0.1103 1.2666 0.16
H -0.8913 -1.4128 0.0348 0.16
H -1.2213 0.0984 -1.7088 0.33
H -1.1973 1.2707 -0.7847 0.33

=====

[3]
17
Properties=species:S:1:pos:R:3:nbo_charge:R:1 method="wB97M-V/def2-TZVPD" total_charge=+1 relative_energy_kj_mol=0.0 energy_ha=-464.0121
C 1.6811 0.0825 -0.4125 0.67
C -1.9173 1.3340 0.9566 -0.26
N -3.0864 -2.2690 0.1751 -0.06
N -2.8099 -3.2632 -0.1307 0.08
N -1.5366 0.1662 0.7247 -0.20
N -0.4525 -0.3941 0.3959 -0.25
N 2.8147 0.8764 -0.5443 -0.78
N 1.4867 -1.1132 -0.9343 -0.74
N 0.5927 0.5629 0.2850 -0.45
H -2.8971 1.5954 1.2992 0.24
H -1.3470 2.0752 0.4581 0.18
H -2.2598 -0.5785 0.7881 0.44
H 3.6113 0.6131 -1.0791 0.43
H 2.9117 1.7917 -0.1237 0.43
H 2.1310 -1.6313 -1.4268 0.42
H 0.4933 -1.3340 -0.9815 0.45
H 0.5839 1.4860 0.5503 0.40

=====

[4]
45
Properties=species:S:1:pos:R:3:nbo_charge:R:1 method="wB97M-V/def2-TZVPD" total_charge=0 relative_energy_kj_mol=45.8 energy_ha=-1424.6495
N -0.4761 -1.2634 0.0623 -0.53
N 0.0769 5.0440 -1.2672 -0.50
N 0.4058 3.1311 0.0006 -0.52
N 3.8361 4.7314 -0.2785 -0.46
S -2.4216 0.2899 -0.6186 0.32
C -1.7192 -1.2845 -0.2958 0.29
C -0.8513 1.0414 -0.3908 -0.31
C 0.0440 0.0460 -0.0208 0.22
C 0.6826 4.3680 -0.3258 0.57
C -0.8917 4.4350 -1.8962 0.11
C 4.9986 4.0510 -0.2109 0.04
C -0.5427 2.4721 -0.6554 0.26
C 2.8437 4.3813 0.5307 0.36
C -1.3028 3.1275 -1.6374 -0.34
C 5.1516 3.0093 0.6459 -0.28
C 2.9787 3.4069 1.5302 -0.26
C 4.1584 2.6934 1.5808 -0.16
N 1.7181 5.0490 0.1687 -0.58
N -2.4473 -2.4257 -0.5796 -0.60
C 1.5179 0.1655 0.2267 -0.65
C -3.2893 -5.4413 1.1142 -0.41
C -2.5664 -6.1081 -0.0142 -0.41
C -2.7192 -4.0155 1.2721 -0.41
C -2.4068 -4.8997 -0.9650 -0.40
C -2.0046 -3.7222 -0.0737 -0.06
H -1.4561 5.0105 -2.6416 0.19
H 5.8001 4.2979 -0.8925 0.20
H -2.0928 2.6559 -2.2064 0.23
H 6.0584 2.3852 0.6924 0.22
H 2.1115 3.1251 2.1274 0.24
H 4.2290 1.8980 2.3166 0.22
H 1.9772 5.6942 -0.5752 0.43
H -3.4141 -2.3074 -0.8310 0.40
H 1.7259 0.0218 1.3173 0.23
H 1.9208 1.1209 -0.0946 0.24
H 2.0344 -0.6632 -0.3126 0.23
H -3.2546 -5.9798 2.0386 0.21
H -4.3515 -5.3333 0.8720 0.19
H -3.1241 -6.9143 -0.5001 0.22
H -1.5981 -6.4822 0.3414 0.20
H -1.9447 -4.0249 2.0784 0.21
H -3.5095 -3.3036 1.5347 0.21
H -1.6304 -5.1157 -1.7493 0.22
H -3.3265 -4.6657 -1.5410 0.20
H -0.9285 -3.7021 0.1230 0.24

=====

[5]
10
Properties=species:S:1:pos:R:3:nbo_charge:R:1 method="wB97M-V/def2-TZVPD" total_charge=0 relative_energy_kj_mol=195.5 energy_ha=-605.9478
C -0.7666 2.2082 -1.9155 -0.33
C -0.8738 1.3124 -1.1242 -0.40
C 1.1787 -0.8011 1.0002 -1.20
F -0.9721 -1.9084 -0.3740 -0.65
F -1.5326 -0.5175 1.5902 -0.65
Si -0.5010 -0.5783 0.3319 2.20
H -0.9508 2.7074 -2.7941 0.22
H 0.9023 -1.1471 1.9441 0.26
H 1.7844 -1.3972 0.3523 0.27
H 1.7314 0.1217 0.9890 0.27

=====

[6]
15
Properties=species:S:1:pos:R:3:nbo_charge:R:1 method="wB97M-V/def2-TZVPD" total_charge=+1 relative_energy_kj_mol=51.2 energy_ha=-250.0343
C -0.6467 -1.3509 1.3897 -0.62
C 0.5658 -0.5194 0.9638 -0.24
C 0.4003 -0.9079 -1.4779 0.12
N 0.3415 -0.1497 -0.4662 -0.38
H -0.6904 -2.2559 0.7827 0.22
H -1.5792 -0.8205 1.1826 0.23
H -0.6728 -1.6101 2.4441 0.26
H 1.4959 -1.0654 1.0934 0.24
H 0.6710 0.4395 1.4622 0.23
H 0.6931 -1.9416 -1.3763 0.23
H 0.1024 -0.4496 -2.4120 0.24
H 0.0257 0.8205 -0.5628 0.47
H -0.8172 3.3775 -0.5097 0.49
H 0.2360 3.5631 -1.5489 0.50
O -0.1253 2.8704 -0.9647 -0.98

=====

[7]
65
Properties=species:S:1:pos:R:3:nbo_charge:R:1 method="wB97M-V/def2-TZVPD" total_charge=0 relative_energy_kj_mol=20.5 energy_ha=-1475.6109
C -10.0949 -1.5612 1.2926 -0.59
H -9.6455 -1.4576 2.2778 0.20
H -11.1758 -1.6013 1.4060 0.21
H -9.7552 -2.4991 0.8593 0.21
C -9.6926 -0.3865 0.3983 -0.41
C -8.2003 -0.3337 0.2398 -0.03
C -7.5654 -1.0413 -0.7725 -0.21
C -6.1898 -1.0359 -0.9051 -0.18
C -5.4134 -0.3104 -0.0078 0.13
C -6.0404 0.4018 1.0126 -0.24
C -7.4154 0.3865 1.1319 -0.19
H -7.8862 0.9458 1.9276 0.21
H -5.4447 0.9717 1.7130 0.20
N -4.0167 -0.2488 -0.0795 -0.59
C -3.1753 -0.8818 -0.9412 0.67
O -3.5212 -1.6593 -1.8074 -0.60
C -1.7283 -0.5572 -0.7212 -0.13
C -1.2889 0.6684 -0.2242 -0.16
C 0.0717 0.8625 -0.0862 -0.15
C 0.9884 -0.1239 -0.4404 0.07
C 0.5620 -1.3365 -0.9425 -0.23
C -0.8023 -1.5364 -1.0828 -0.14
H -1.1821 -2.4638 -1.4844 0.24
H 1.2673 -2.1046 -1.2220 0.23
C 2.3830 0.3684 -0.1595 0.09
N 3.0776 -0.4422 0.7935 -0.64
C 4.3547 -0.9532 0.6395 0.25
C 5.2996 -0.3808 -0.2097 -0.31
C 6.5699 -0.9175 -0.3022 -0.18
C 6.9474 -2.0213 0.4493 -0.05
C 6.0068 -2.5799 1.3059 -0.19
C 4.7327 -2.0601 1.4008 -0.27
H 4.0142 -2.5084 2.0731 0.20
H 6.2750 -3.4371 1.9068 0.21
C 8.3153 -2.6241 0.3055 -0.41
C 8.3195 -3.6927 -0.7896 -0.59
H 7.6128 -4.4837 -0.5482 0.20
H 8.0311 -3.2571 -1.7437 0.20
H 9.3096 -4.1307 -0.8925 0.21
H 9.0378 -1.8460 0.0508 0.21
H 8.6212 -3.0772 1.2507 0.21
H 7.2857 -0.4581 -0.9690 0.21
H 5.0559 0.4940 -0.7933 0.21
H 2.4937 -0.9304 1.4550 0.39
N 2.1292 1.7156 0.3487 -0.43
C 0.8110 2.0396 0.4312 0.66
O 0.3612 3.0868 0.8476 -0.62
C 3.2047 2.5685 0.7811 -0.27
C 3.9264 3.2903 -0.3838 -0.07
O 3.6475 4.6600 -0.4686 -0.53
C 2.3484 4.9696 -0.9245 -0.27
H 1.5739 4.6220 -0.2345 0.20
H 2.1681 4.5310 -1.9144 0.16
H 2.3050 6.0541 -0.9968 0.19
H 3.6723 2.7930 -1.3342 0.16
H 5.0074 3.2351 -0.2349 0.19
H 2.7823 3.3224 1.4502 0.25
H 3.9190 1.9567 1.3380 0.22
H 2.9789 0.4229 -1.0809 0.21
H -1.9623 1.4756 0.0233 0.23
H -3.5923 0.3292 0.6329 0.40
H -5.7141 -1.5891 -1.6969 0.25
H -8.1581 -1.6078 -1.4762 0.21
H -10.0514 0.5438 0.8433 0.21
H -10.1642 -0.5019 -0.5796 0.21

=====

[8]
192
Properties=species:S:1:pos:R:3:mulliken_charge:R:1 method="wB97M-V/def2-TZVPD" total_charge=0 relative_energy_kj_mol=8058.3 energy_ha=-3378.8053
C 2.1637 1.2783 -2.6480 -1.49
C 2.1063 2.4351 -1.5876 2.14
C 1.3235 3.7152 -2.1146 -0.12
C 1.8115 4.3010 -3.3238 -0.95
N 2.1368 4.7704 -4.3329 -0.75
H 2.8475 0.5629 -2.1912 0.04
H 2.6180 1.6222 -3.5773 0.71
H 1.1962 0.8093 -2.8271 0.36
H 3.1184 2.7139 -1.2945 0.96
H 1.5644 2.1100 -0.6995 -1.75
H 1.2691 4.5348 -1.3980 0.34
H 0.2869 3.4349 -2.3017 -0.05
C -1.1334 -1.6123 2.1098 -0.37
C 0.3648 -1.6371 2.4724 0.57
C 0.8828 -2.8959 3.0650 -0.97
C 0.0147 -3.2978 4.2062 -0.53
N -0.6981 -3.6569 5.0788 -0.70
H -1.2291 -2.1743 1.1808 0.86
H -1.4855 -0.5993 1.9149 -1.20
H -1.7778 -2.0138 2.8920 0.81
H 0.5994 -0.8412 3.1794 1.23
H 0.8866 -1.4672 1.5306 -0.22
H 1.8660 -2.7181 3.5009 0.96
H 0.8876 -3.7644 2.4064 -0.32
C 3.8237 -3.3142 -1.8048 -0.95
C 3.2349 -2.5232 -2.9584 0.15
C 3.1062 -0.9548 -2.7898 0.48
C 2.1838 -0.5818 -1.7133 0.07
N 1.4612 -0.3582 -0.8434 0.64
H 3.0730 -3.3584 -1.0157 -0.16
H 4.6979 -2.8020 -1.4028 0.43
H 4.1296 -4.3036 -2.1447 0.44
H 2.2116 -2.8392 -3.1611 -1.10
H 3.7071 -2.8296 -3.8918 0.63
H 2.7208 -0.5775 -3.7371 0.70
H 4.1121 -0.5931 -2.5769 -0.24
C 4.7097 0.2655 -0.9688 -0.37
C 4.8422 1.8239 -0.9520 -0.84
C 4.4491 2.4179 0.3718 -0.30
C 3.0666 2.0502 0.8310 1.70
N 2.0157 1.8183 1.2181 -0.81
H 3.7518 -0.1649 -0.6767 -0.16
H 5.4930 -0.1151 -0.3133 0.79
H 5.0202 -0.1816 -1.9131 1.15
H 4.2427 2.2082 -1.7772 0.74
H 5.8642 2.1477 -1.1491 0.53
H 4.5063 3.5047 0.3100 0.46
H 5.1308 2.1188 1.1680 -0.26
C -1.1669 -1.1015 -0.3304 -1.40
C -0.3499 0.0954 -0.7271 0.59
C 0.7180 0.6421 0.2898 1.12
C 0.1500 1.1541 1.5338 -0.16
N -0.2815 1.5698 2.5215 -0.38
H -1.8624 -1.3498 -1.1321 -0.14
H -1.7472 -0.8726 0.5635 0.78
H -0.5153 -1.9337 -0.0642 0.63
H -0.9914 0.9307 -1.0078 -0.39
H 0.1556 -0.2538 -1.6274 -1.32
H 1.4152 1.3619 -0.1390 -1.73
H 1.2910 -0.1450 0.7799 0.07
C 1.3560 -3.0190 -0.0136 -0.41
C 1.3629 -4.5010 -0.4098 0.08
C 0.8154 -5.3616 0.7844 -1.61
C -0.4757 -4.9637 1.3841 0.62
N -1.4818 -4.5773 1.9074 -0.61
H 1.8613 -2.7680 0.9190 -0.08
H 0.3222 -2.6846 -0.1011 0.05
H 1.8881 -2.4895 -0.8039 -0.72
H 2.3728 -4.8315 -0.6529 0.90
H 0.6371 -4.7285 -1.1906 0.42
H 1.5274 -5.2948 1.6070 0.52
H 0.8563 -6.4396 0.6285 0.75
C -0.6635 -2.5704 -2.3066 0.02
C 0.2688 -1.8539 -3.3137 0.92
C 0.6434 -2.7663 -4.5031 -0.87
C -0.5011 -3.2625 -5.3748 -0.18
N -1.3984 -3.6359 -6.0639 -0.60
H -0.0425 -3.3089 -1.7995 -0.91
H -1.5262 -3.0725 -2.7445 1.09
H -1.0390 -1.8805 -1.5509 -0.64
H 1.1519 -1.4161 -2.8485 -0.31
H -0.2419 -0.9536 -3.6554 -0.46
H 1.1955 -3.5982 -4.0658 0.64
H 1.2805 -2.1995 -5.1820 0.61
C 3.0520 -1.1575 0.9157 1.08
C 3.3122 -1.4890 2.3795 -0.89
C 4.7359 -1.0796 2.8268 -2.58
C 5.2293 0.3023 2.5095 0.58
N 5.6689 1.3630 2.2299 -0.69
H 3.0680 -0.0734 0.8028 0.40
H 2.0750 -1.5423 0.6233 -2.25
H 3.7439 -1.5410 0.1658 0.19
H 3.0854 -2.5389 2.5647 1.13
H 2.4856 -1.0147 2.9085 0.30
H 5.4155 -1.8363 2.4347 0.62
H 4.8606 -1.2390 3.8978 0.60
C -2.4652 1.6398 1.1315 1.40
C -2.6594 1.0569 2.5608 -0.63
C -3.9308 1.4336 3.2746 -0.77
C -5.1230 0.9218 2.6294 -0.08
N -6.0748 0.5035 2.0898 -0.71
H -3.4002 1.4790 0.5947 -0.34
H -1.7355 1.0743 0.5520 1.80
H -2.2713 2.7124 1.1233 -0.04
H -1.7638 1.3163 3.1253 -0.03
H -2.6237 -0.0251 2.4345 0.42
H -4.0610 2.5117 3.3691 0.53
H -3.9820 0.9516 4.2509 0.60
C -3.7803 -1.3217 0.5459 0.34
C -5.0459 -1.5770 -0.3280 -0.57
C -6.2025 -2.1494 0.4430 -0.42
C -6.0917 -3.4971 1.0745 0.25
N -6.0914 -4.5570 1.4976 -0.57
H -3.0397 -0.7603 -0.0237 0.66
H -3.3498 -2.2819 0.8300 0.40
H -4.0260 -0.7002 1.4070 -0.66
H -4.8633 -2.1546 -1.2341 0.70
H -5.3366 -0.5947 -0.7004 0.36
H -7.0918 -2.2682 -0.1760 0.62
H -6.4507 -1.4538 1.2446 0.24
C 0.4285 2.5534 -5.3652 -0.73
C -0.9374 1.8207 -5.3454 -0.86
C -1.7766 2.0959 -4.0639 -1.33
C -1.0288 1.7636 -2.8442 1.54
N -0.4749 1.5408 -1.8434 0.70
H 0.2258 3.6185 -5.4772 0.42
H 0.9475 2.3119 -6.2928 0.48
H 1.0205 2.3743 -4.4676 -0.38
H -0.7355 0.7511 -5.4029 0.23
H -1.4529 2.1854 -6.2339 0.45
H -2.6961 1.5108 -4.0794 0.26
H -2.1860 3.0953 -3.9165 0.76
C 0.1525 2.9375 -0.0510 0.79
C -0.2520 4.4387 0.0750 -1.56
C -1.7565 4.6673 -0.2505 -0.55
C -2.2072 4.3578 -1.6257 0.20
N -2.5806 4.1107 -2.7004 -0.59
H -0.1666 2.4845 -0.9897 -0.34
H -0.3059 2.3204 0.7219 -0.87
H 1.2068 2.7400 0.1423 0.49
H 0.3034 5.1341 -0.5543 0.60
H -0.0122 4.7252 1.0990 0.62
H -2.0499 5.6618 0.0855 0.92
H -2.3914 4.0298 0.3648 0.31
C -0.4991 3.0472 5.4540 -1.65
C -0.8516 2.6116 4.0254 0.83
C -0.5219 3.6566 2.9613 0.86
C -0.7472 5.0969 3.2497 -0.13
N -0.9431 6.2163 3.4765 -0.76
H -1.1477 3.8760 5.7377 0.56
H 0.4907 3.4927 5.5538 0.33
H -0.6364 2.2764 6.2124 0.20
H -1.9266 2.4319 4.0139 -0.01
H -0.3020 1.7019 3.7837 0.00
H -0.9750 3.3535 2.0174 0.03
H 0.5614 3.6116 2.8498 0.57
C 4.0426 1.2373 4.2459 -2.17
C 3.0180 2.1079 3.4917 0.50
C 1.5511 1.5841 3.6523 1.36
C 1.1015 1.6793 5.0261 -0.09
N 0.7893 1.7469 6.1530 -0.81
H 3.8645 1.4049 5.3081 0.47
H 5.0653 1.5282 4.0055 0.62
H 3.9321 0.1803 4.0039 0.35
H 3.3367 2.1914 2.4527 -0.95
H 3.1193 3.1183 3.8880 0.74
H 1.4552 0.5516 3.3163 -1.23
H 0.8228 2.1317 3.0541 -1.64
C -1.7791 -2.8348 -0.2766 2.47
C -2.9252 -3.8185 -0.1387 -0.35
C -2.8413 -5.0056 -1.1594 -1.24
C -1.6009 -5.8024 -1.0799 0.62
N -0.6053 -6.3820 -1.0487 -0.70
H -1.9127 -2.3248 -1.2306 0.18
H -0.8027 -3.3036 -0.1540 0.30
H -1.8342 -2.1277 0.5512 -2.56
H -3.8504 -3.2530 -0.2489 -0.85
H -2.9045 -4.1874 0.8868 1.08
H -2.8723 -4.5788 -2.1619 0.47
H -3.7106 -5.6583 -1.0788 0.56
C -3.2418 0.2517 -1.4910 -0.16
C -3.1740 1.7300 -1.2361 1.04
C -4.2068 2.5597 -1.9916 -1.13
C -4.3560 2.2370 -3.4472 -0.01
N -4.4421 1.9683 -4.5696 -0.67
H -3.0585 0.0170 -2.5395 0.48
H -4.1720 -0.1451 -1.0844 -0.28
H -2.4404 -0.2948 -0.9938 -1.22
H -2.2092 2.1890 -1.4519 -1.24
H -3.2672 1.8879 -0.1616 0.41
H -3.9182 3.6085 -1.9215 0.48
H -5.1792 2.4022 -1.5250 0.61